(1)
The following is a DFT calculation (wB97M-V/def2-TZVPD) of 3 unconnected molecules or ions with the total composition C2H10NO2 at a distorted geometry.

```
15
Properties=species:S:1:pos:R:3:forces:R:3:mulliken_charge:R:1
O 2.079205 -0.271227 2.900276 -0.23 -0.27 -0.01 -0.674
O 1.181309 -0.450702 0.322360 -0.03 -0.21 -0.03 -0.686
N -1.065986 0.009734 -1.150428 -0.68 0.31 0.22 0.045
C -0.334991 0.955147 -1.562362 0.33 0.11 -0.38 -0.150
C -2.504825 0.010185 -1.330084 -1.28 0.50 -1.04 -0.813
H -0.676764 1.647249 -2.325804 -0.24 0.07 0.30 0.264
H 2.053147 -0.738996 0.014681 -0.23 0.00 0.28 0.299
H 0.635566 1.020709 -1.113431 0.54 -0.03 -0.20 0.378
H 1.258471 -0.361217 1.292864 0.40 0.16 -0.26 0.385
H -2.964188 -0.961202 -1.405278 0.30 -0.48 0.37 0.333
H 1.740154 -1.079909 3.301054 0.17 0.07 0.22 0.323
H -0.627161 -0.650165 -0.502846 0.16 0.14 0.21 0.319
H -2.806706 0.520781 -2.251237 0.57 -0.04 -0.07 0.304
H 2.637780 0.147386 3.563099 -0.03 0.03 -0.04 0.317
H -2.989262 0.615971 -0.565394 0.25 -0.34 0.43 0.357
```
Positions in Å, forces in eV/Å.

Its total charge is +1. The LUMO energy comes out at -4.63 eV. The HOMO energy comes out at -15.45 eV. Its molar mass is 80.107 g/mol. For the orbital gap, the calculation gives 10.82 eV. The calculation puts the largest force on an atom at 0.0335 hartree/bohr. The calculated total energy comes out at -287.1717 a.u. Its energy relative to the best compared isomer or geometry (same formula, charge and spin) is 64.6 kJ/mol.

(2)
The following is a DFT calculation (wB97M-V/def2-TZVPD) of 3 unconnected molecules or ions with the total composition C2H10NO2 at a distorted geometry.

```
15
Properties=species:S:1:pos:R:3:forces:R:3:mulliken_charge:R:1
O 1.748558 -1.105523 -1.641240 -0.72 0.32 0.59 -0.626
O -2.496951 1.629296 -0.127413 -0.06 0.17 0.16 -0.657
N -0.053366 0.442706 -0.149983 -0.43 -1.08 2.21 -0.136
C 1.100554 -0.704824 1.688079 0.53 -0.86 0.45 -0.412
C -0.046529 -0.554783 0.931361 -0.32 0.68 -1.96 0.338
H 0.231519 -0.074281 -1.009890 0.83 0.24 -0.31 0.403
H -3.414864 1.429464 -0.364186 0.12 -0.39 -0.16 0.333
H -0.936641 -1.177768 0.912179 0.10 -0.29 0.48 0.429
H 1.334337 -1.708353 2.066768 -0.18 0.22 0.22 0.319
H 2.683049 -1.261916 -1.477438 0.23 -0.03 -0.23 0.319
H -2.567066 2.557226 0.146748 0.31 -0.04 0.00 0.326
H 0.591092 1.174216 0.155971 0.18 0.43 -0.98 0.406
H 1.853799 0.066517 1.851598 -0.14 0.13 -0.05 0.306
H 1.540084 -1.498502 -2.493848 0.17 -0.23 -0.26 0.324
H -1.044365 0.808159 -0.250375 -0.64 0.73 -0.16 0.327
```
Positions in Å, forces in eV/Å.

Its total charge is +2. The LUMO energy (spin up / spin down) comes out at -11.01 / -14.38 eV. The HOMO energy (spin up / spin down) comes out at -20.35 / -20.29 eV. Its molar mass is 80.107 g/mol. For the orbital gap (spin up / spin down), the calculation gives 9.34 / 5.91 eV. The calculation puts the largest force on an atom at 0.0485 hartree/bohr. The calculated total energy comes out at -286.6345 a.u. Its energy relative to the best compared isomer or geometry (same formula, charge and spin) is 35.4 kJ/mol. As for the multiplicity: 2.

(3)
The following is a DFT calculation (wB97M-V/def2-TZVPD) of 3 unconnected molecules or ions with the total composition C2H10NO2S at a distorted geometry.

```
16
Properties=species:S:1:pos:R:3:forces:R:3:mulliken_charge:R:1
S 1.294153 -0.122889 0.740778 0.27 -0.37 0.26 -0.651
O -2.702258 -0.711236 -2.318300 0.34 -0.54 -0.39 -0.682
O 1.506854 -3.259316 -0.189927 0.03 0.75 -0.61 -0.644
N -0.009279 2.831793 0.844222 -0.10 0.49 0.11 -0.671
C -0.222328 0.438397 -0.002068 -1.22 0.57 -0.76 -0.374
C -0.873472 1.671487 0.639976 0.21 0.41 -0.19 -0.623
H -1.096353 -0.238118 -0.071337 0.48 -0.64 0.46 0.029
H -1.714927 1.987107 0.005377 0.00 -0.06 -0.06 0.206
H 1.816505 -3.354983 0.702378 0.15 -0.36 0.74 0.303
H 0.753917 2.860501 0.180205 -0.09 -0.25 -0.27 0.255
H 0.461904 2.726128 1.726358 0.17 -0.15 0.25 0.280
H 1.510961 -2.263938 -0.216015 -0.27 -0.35 -0.09 0.246
H -1.310289 1.444860 1.614792 0.08 -0.28 0.03 0.345
H -1.880869 -1.222700 -2.251379 -0.22 0.13 -0.16 0.353
H -0.083065 0.666477 -1.073678 0.27 0.23 0.16 0.283
H -2.724275 -0.283841 -1.467946 -0.09 0.42 0.53 0.343
```
Positions in Å, forces in eV/Å.

Its total charge is -1. The LUMO energy comes out at 3.89 eV. The HOMO energy comes out at -3.08 eV. Its molar mass is 112.174 g/mol. For the orbital gap, the calculation gives 6.97 eV. The calculation puts the largest force on an atom at 0.0300 hartree/bohr. The calculated total energy comes out at -685.6592 a.u. Its energy relative to the best compared isomer or geometry (same formula, charge and spin) is 22.2 kJ/mol.

(4)
The following is a DFT calculation (wB97M-V/def2-TZVPD) of 3 unconnected molecules or ions with the total composition C2H10NO2S at a distorted geometry.

```
16
Properties=species:S:1:pos:R:3:forces:R:3:mulliken_charge:R:1
S -0.779680 -0.443697 -1.489172 0.50 -0.69 0.36 -0.165
O 0.033547 1.731898 2.229296 0.08 -0.81 -0.32 -0.718
O -2.428849 -0.195764 1.417862 0.37 0.45 0.63 -0.612
N 1.703566 0.781343 -0.131127 -0.63 -0.26 -0.31 -0.563
C 0.544095 -1.371851 -0.588931 -0.33 0.44 -1.11 -0.520
C 1.852725 -0.617031 -0.590114 1.21 0.63 0.54 -0.503
H 0.331523 0.848564 2.514687 -0.19 0.52 0.17 0.324
H 0.725490 -2.289541 -1.152955 -0.36 -0.15 0.03 0.346
H 2.413476 1.377078 -0.546848 0.04 -0.16 0.15 0.197
H 2.350712 -0.652118 -1.563289 -0.50 -0.06 -0.33 0.300
H -2.343841 -0.388069 0.490145 -0.10 -0.23 -0.68 0.244
H 2.593384 -1.110858 0.049979 -0.34 -0.11 0.26 0.309
H 0.136827 -1.656479 0.376028 0.08 0.16 0.25 0.321
H 0.459847 1.756016 1.356069 0.10 0.17 0.27 0.393
H -1.828417 0.558327 1.558190 -0.22 -0.15 0.15 0.376
H 0.825321 1.080937 -0.564004 0.30 0.24 -0.05 0.272
```
Positions in Å, forces in eV/Å.

Its total charge is 0. The LUMO energy (spin up / spin down) comes out at 0.63 / -2.68 eV. The HOMO energy (spin up / spin down) comes out at -10.01 / -9.69 eV. Its molar mass is 112.174 g/mol. For the orbital gap (spin up / spin down), the calculation gives 10.64 / 7.01 eV. The calculation puts the largest force on an atom at 0.0286 hartree/bohr. The calculated total energy comes out at -685.5659 a.u. Its energy relative to the best compared isomer or geometry (same formula, charge and spin) is 7.0 kJ/mol. As for the multiplicity: 2.

(5)
The following is a DFT calculation (wB97M-V/def2-TZVPD) of 3 unconnected molecules or ions with the total composition C2H10NO3 at a distorted geometry.

```
16
Properties=species:S:1:pos:R:3:forces:R:3:mulliken_charge:R:1
O -2.224780 -1.117947 -1.768356 -0.06 0.17 -0.34 -0.720
O -0.535646 0.485642 -0.561927 -0.71 -0.26 0.98 -0.835
O -2.284804 1.501488 1.521960 -0.03 0.18 -0.33 -0.707
N 1.658560 -0.602029 -0.291505 -0.09 1.01 -0.73 -0.268
C 0.785585 0.499136 -0.751906 0.68 1.45 -1.43 -0.700
C 1.904152 -0.668348 1.122211 -0.35 0.60 0.08 -0.727
H 2.045254 -1.704227 1.430110 -0.05 0.12 0.37 0.325
H -1.431353 1.431098 1.050080 0.26 -0.38 -0.08 0.387
H -2.988676 -1.106052 -1.193595 -0.12 -0.02 0.17 0.247
H -1.612168 -0.407698 -1.389086 0.39 -0.29 0.23 0.462
H 2.774532 -0.054780 1.402369 0.39 -0.43 -0.21 0.219
H 1.234163 1.467136 -0.363339 0.08 -0.65 0.16 0.272
H 1.118412 -0.139528 1.690922 -0.31 -0.78 -0.02 0.224
H -2.846240 1.268380 0.772744 -0.15 -0.02 0.20 0.280
H 0.999962 0.569623 -1.856813 0.17 -0.22 0.29 0.283
H 1.403047 -1.421896 -0.813869 -0.11 -0.49 0.66 0.257
```
Positions in Å, forces in eV/Å.

Its total charge is -1. The LUMO energy comes out at 4.19 eV. The HOMO energy comes out at -3.60 eV. Its molar mass is 96.106 g/mol. For the orbital gap, the calculation gives 7.79 eV. The calculation puts the largest force on an atom at 0.0418 hartree/bohr. The calculated total energy comes out at -362.6843 a.u. Its energy relative to the best compared isomer or geometry (same formula, charge and spin) is 60.7 kJ/mol.

(6)
The following is a DFT calculation (wB97M-V/def2-TZVPD) of 3 unconnected molecules or ions with the total composition C2H10NO3 at a distorted geometry.

```
16
Properties=species:S:1:pos:R:3:forces:R:3:mulliken_charge:R:1
O 1.014983 0.741797 -2.746797 0.50 3.41 2.55 -0.738
O 1.096069 1.454203 0.117051 -1.28 0.86 -0.12 -0.884
O -0.897265 2.158400 1.687609 1.60 -0.02 -0.71 -0.717
N -0.615951 -0.292596 -0.031631 0.76 -1.46 0.56 -0.351
C -0.523343 -1.847240 -0.147609 -0.15 1.24 0.00 -0.744
C 0.706572 0.227166 0.491889 0.02 0.42 0.44 -1.171
H -1.319237 -0.014444 0.701259 0.65 -1.00 -1.34 0.244
H 0.893292 1.294161 -1.804422 0.95 -1.30 -2.41 0.409
H -0.054788 1.810741 1.118690 -1.02 1.99 0.32 0.516
H 0.502933 0.036509 -2.435863 -1.35 -2.09 0.33 0.299
H 0.112248 -2.245271 -1.072358 -1.52 1.29 1.78 0.205
H -0.077596 -2.352410 0.770587 -0.56 0.61 -0.89 0.245
H 0.695548 0.163605 1.615955 -0.07 -0.48 -0.27 0.523
H -1.351311 1.346818 1.848609 -0.70 -0.55 0.49 0.225
H -1.612363 -2.059694 -0.229730 0.89 -0.80 -0.19 0.344
H 1.430208 -0.421745 0.116763 1.29 -2.12 -0.53 0.597
```
Positions in Å, forces in eV/Å.

Its total charge is -1. The LUMO energy comes out at 3.85 eV. The HOMO energy comes out at -4.01 eV. Its molar mass is 96.106 g/mol. For the orbital gap, the calculation gives 7.86 eV. The calculation puts the largest force on an atom at 0.0834 hartree/bohr. The calculated total energy comes out at -362.6400 a.u. Its energy relative to the best compared isomer or geometry (same formula, charge and spin) is 176.9 kJ/mol.